[1]
Entry from the OMol25 dataset: C29H41BrCl3GeN9O2W as an isolated structure (ωB97M-V with the def2-TZVPD basis set).

## Properties
E_HOMO (alpha / beta) = -15.25 / -15.29 eV
Charge = +3
HOMO-LUMO gap (alpha / beta) = 4.481 / 4.243 eV
Multiplicity = 2

Element x y z (Å)
W -0.01 0.10 -0.27
C 4.53 0.76 -0.03
C 3.05 0.78 -0.23
N 2.19 -0.13 0.22
O 2.62 -1.13 1.10
C 2.36 1.83 -0.93
C 2.90 3.11 -1.47
N 1.08 1.50 -0.96
O -0.03 2.18 -1.06
H 4.83 0.25 0.89
H 4.93 1.77 0.03
H 5.02 0.27 -0.87
H 3.59 -1.16 1.15
H 3.83 3.42 -1.01
H 2.16 3.90 -1.34
H 3.08 3.02 -2.55
C 3.34 -3.09 -1.15
N 1.93 -2.71 -1.24
C 1.61 -2.00 -2.45
C 1.06 -2.93 -0.23
N 0.11 -2.00 0.08
C -1.06 -2.48 0.72
C -1.68 -3.62 0.18
C -2.84 -4.15 0.72
C -3.39 -3.57 1.84
C -2.80 -2.44 2.43
C -3.40 -1.89 3.58
C -2.86 -0.77 4.18
C -1.72 -0.18 3.66
C -1.10 -0.67 2.50
N -0.06 0.06 1.92
C 0.76 0.79 2.72
N 1.25 1.97 2.24
C 0.36 2.99 1.70
C 2.56 2.48 2.61
N 1.20 0.32 3.89
C 1.53 1.17 5.03
C 1.24 -1.09 4.19
C -1.63 -1.84 1.86
N 1.19 -4.09 0.44
C 0.84 -4.29 1.83
C 1.67 -5.29 -0.21
H 3.94 -2.23 -1.44
H 3.59 -3.91 -1.82
H 3.60 -3.37 -0.13
H 2.24 -2.39 -3.25
H 1.79 -0.91 -2.38
H 0.57 -2.20 -2.74
H -1.23 -4.09 -0.69
H -3.30 -5.01 0.26
H -4.28 -3.98 2.28
H -4.29 -2.35 3.97
H -3.34 -0.34 5.05
H -1.35 0.72 4.12
H -0.61 2.57 1.42
H 0.82 3.49 0.85
H 0.19 3.75 2.47
H 3.20 1.67 2.93
H 2.52 3.24 3.39
H 2.98 2.95 1.72
H 1.18 2.19 4.88
H 2.59 1.18 5.24
H 1.02 0.77 5.90
H 1.28 -1.65 3.26
H 0.38 -1.40 4.78
H 2.14 -1.29 4.77
H 0.68 -3.35 2.33
H 1.67 -4.82 2.31
H -0.05 -4.91 1.93
H 1.62 -5.19 -1.29
H 1.03 -6.12 0.10
H 2.70 -5.54 0.08
Cl -3.15 2.04 -1.69
Ge -2.54 0.79 -0.06
Cl -4.08 -0.75 -0.04
Cl -3.03 1.95 1.72
Br -3.74 -0.29 -5.96
C -2.50 -0.30 -4.54
C -2.61 -1.23 -3.50
C -1.75 -1.16 -2.44
N -0.77 -0.22 -2.30
C -0.62 0.61 -3.36
C -1.45 0.62 -4.46
H -3.37 -2.00 -3.54
H -1.87 -1.86 -1.62
H 0.21 1.31 -3.33
H -1.30 1.33 -5.25



[2]
Entry from the OMol25 dataset: C3H6O as an isolated structure (ωB97M-V with the def2-TZVPD basis set).

## Properties
ΔE to the lowest compared entry with this formula, charge and spin = 36.1 kcal/mol
E_HOMO = -9.65 eV
Charge = 0
HOMO-LUMO gap = 10.824 eV

Element x y z (Å)
C 0.80 -0.12 0.05
C -0.15 1.05 -0.08
C -0.55 -0.93 0.01
H 1.44 -0.31 -0.85
H 1.38 -0.23 1.00
H -0.30 1.50 0.96
H 0.09 1.82 -0.88
H -0.53 -1.78 -0.71
H -0.95 -1.24 0.95
O -1.24 0.24 -0.45



[3]
Entry from the OMol25 dataset: a 2-piece molecular cluster, C4H11O2S2 overall (ωB97M-V with the def2-TZVPD basis set).

## Properties
ΔE to the lowest compared entry with this formula, charge and spin = 29.7 kcal/mol
E_HOMO = -3.48 eV
Charge = -1
HOMO-LUMO gap = 6.683 eV

Element x y z (Å)
C 1.36 0.06 1.57
C 0.28 1.02 2.40
O -0.94 1.30 1.83
C 1.21 0.16 0.11
S 1.13 -1.56 -0.63
S -0.66 -1.61 -1.78
C -1.90 -0.63 -0.90
H 2.19 0.56 2.08
H 1.11 -0.93 1.93
H 0.81 1.99 2.53
H 0.29 0.60 3.40
H 0.41 0.73 -0.36
H 1.96 0.69 -0.53
H -2.87 -1.09 -1.00
H -1.84 0.39 -1.28
H -1.61 -0.49 0.15
H -0.58 2.40 0.61
H -1.30 2.97 -0.56
O -0.47 3.12 -0.10



[4]
Entry from the OMol25 dataset: C26H30AlN6O7P as an isolated structure (ωB97M-V with the def2-TZVPD basis set).

## Properties
ΔE to the lowest compared entry with this formula, charge and spin = 0.0 kcal/mol
E_HOMO = -12.47 eV
Charge = +2
HOMO-LUMO gap = 6.671 eV

Element x y z (Å)
Al 0.54 0.09 0.71
O 2.47 -3.36 0.42
C 1.66 -2.37 0.64
O 2.00 -1.19 0.70
C 0.21 -2.75 0.81
O -0.48 -1.59 1.26
C -0.80 -1.52 2.69
C -0.17 -0.27 3.30
O -0.31 -0.05 4.46
O 0.44 0.50 2.42
H 3.39 -3.05 0.30
H -0.19 -3.04 -0.17
H 0.11 -3.58 1.50
H -1.88 -1.47 2.78
H -0.44 -2.42 3.20
C 8.44 3.62 -3.52
O 7.30 2.79 -3.72
C 6.09 3.37 -3.82
C 5.86 4.74 -3.69
C 4.57 5.22 -3.84
C 3.50 4.36 -4.05
C 3.74 2.99 -4.22
C 5.02 2.51 -4.11
N 2.24 5.02 -4.16
N 1.16 4.52 -3.84
C 1.02 3.26 -3.18
C 0.22 2.29 -3.73
C -0.11 1.10 -3.04
C 0.33 0.91 -1.76
O 0.02 -0.15 -0.97
C 1.13 1.92 -1.17
N 1.46 1.70 0.14
C 2.17 2.59 0.80
C 2.61 3.78 0.19
C 2.27 4.03 -1.12
C 1.50 3.09 -1.85
H 9.29 2.95 -3.50
H 8.36 4.16 -2.57
H 8.55 4.33 -4.34
H 6.67 5.43 -3.51
H 4.37 6.28 -3.79
H 2.95 2.31 -4.48
H 5.24 1.46 -4.27
H -0.16 2.45 -4.73
H -0.72 0.35 -3.52
H 2.38 2.37 1.84
H 3.20 4.48 0.76
H 2.58 4.95 -1.59
C -3.86 4.60 0.12
N -2.97 4.20 -1.07
C -3.78 3.28 -2.00
N -4.29 2.16 -1.28
C -5.11 2.61 -0.16
N -4.36 3.44 0.77
C -3.33 2.69 1.49
P -2.05 1.95 0.35
C -1.71 3.51 -0.61
C -3.25 1.22 -0.87
H -4.68 5.19 -0.31
H -3.26 5.21 0.78
H -2.71 5.04 -1.59
H -3.11 2.98 -2.80
H -4.59 3.89 -2.39
H -5.50 1.74 0.37
H -5.96 3.18 -0.55
H -3.80 1.90 2.06
H -2.83 3.35 2.21
H -1.13 3.29 -1.50
H -1.15 4.21 0.01
H -3.72 0.34 -0.43
H -2.69 0.88 -1.75



[5]
Entry from the OMol25 dataset: a 2-piece molecular cluster, C2H10N2O overall (ωB97M-V with the def2-TZVPD basis set).

## Properties
ΔE to the lowest compared entry with this formula, charge and spin = 7.1 kcal/mol
E_HOMO (alpha / beta) = 1.28 / -5.43 eV
Charge = -1
HOMO-LUMO gap (alpha / beta) = 2.978 / 9.549 eV
Multiplicity = 2

Element x y z (Å)
C -0.26 1.04 -1.37
N -1.02 0.22 -0.45
C -0.63 0.39 0.95
N -0.86 -0.75 1.79
H 0.77 0.67 -1.43
H -0.62 0.91 -2.39
H -0.25 2.10 -1.08
H -2.01 0.42 -0.54
H -1.13 1.27 1.38
H 0.42 0.66 0.98
H -1.84 -1.00 1.81
H -0.31 -1.54 1.46
H 3.05 -2.10 -0.23
H 1.88 -1.07 -0.32
O 2.81 -1.21 -0.55



[6]
Entry from the OMol25 dataset: C17H50O11 as an isolated structure (ωB97M-V with the def2-TZVPD basis set).

## Properties
ΔE to the lowest compared entry with this formula, charge and spin = 328.7 kcal/mol
E_HOMO = -8.04 eV
Charge = 0
HOMO-LUMO gap = 8.263 eV

Element x y z (Å)
C 4.31 0.55 0.57
C 3.09 0.39 -0.32
O 1.98 0.75 0.04
C 3.30 -0.39 -1.57
H 4.58 -0.40 1.04
H 4.19 1.17 1.46
H 5.22 0.76 0.00
H 2.45 -0.26 -2.24
H 3.33 -1.47 -1.45
H 4.20 -0.09 -2.10
C -1.78 -3.37 2.09
C -2.00 -1.87 2.24
O -2.47 -1.12 1.34
C -1.50 -1.23 3.54
H -2.34 -3.58 1.19
H -2.28 -3.80 2.96
H -0.76 -3.74 1.99
H -0.43 -1.36 3.44
H -1.85 -1.78 4.41
H -1.87 -0.21 3.58
C -0.44 0.30 -1.02
C -0.01 -0.13 0.41
O 0.20 -1.27 0.67
C -0.01 0.87 1.48
H -0.10 -0.42 -1.78
H -0.21 1.33 -1.29
H -1.52 0.20 -0.90
H 0.98 1.19 1.81
H -0.56 0.34 2.26
H -0.63 1.71 1.14
C -0.88 0.63 -3.79
O 0.27 1.34 -4.16
H -1.19 0.06 -4.66
H -0.70 0.05 -2.89
H -1.67 1.37 -3.67
H 0.89 0.87 -4.72
C 2.58 -1.53 1.81
O 1.41 -2.23 1.70
H 2.35 -0.47 1.89
H 2.95 -1.80 2.80
H 3.24 -1.70 0.95
H 0.79 -1.84 1.08
C 0.21 -2.38 -1.52
O 1.07 -3.45 -1.08
H -0.51 -2.18 -0.73
H 0.77 -1.44 -1.52
H -0.09 -2.55 -2.55
H 1.91 -3.43 -1.56
C 2.01 2.11 -2.65
O 3.17 2.69 -2.03
H 1.22 1.84 -1.96
H 1.61 2.80 -3.40
H 2.20 1.24 -3.27
H 3.33 2.03 -1.35
C -2.85 -1.57 -1.38
O -2.95 -2.30 -0.16
H -1.88 -1.77 -1.82
H -3.51 -1.98 -2.15
H -3.09 -0.51 -1.27
H -2.74 -1.66 0.52
C 1.26 0.58 4.02
O 0.67 0.47 5.27
H 0.77 0.20 3.12
H 1.52 1.62 3.77
H 2.22 0.08 4.15
H 0.85 1.30 5.72
C -3.71 1.40 -0.02
O -3.48 2.77 0.16
H -3.23 1.16 -0.98
H -3.14 1.04 0.84
H -4.73 1.01 -0.05
H -3.84 2.95 1.03
C -1.96 3.43 -1.76
O -1.45 2.80 -0.64
H -2.33 2.93 -2.65
H -2.87 3.94 -1.44
H -1.38 4.32 -1.99
H -2.14 2.68 0.02



[7]
Entry from the OMol25 dataset: an isolated ion of composition C6H12NO5S2 and charge +1 (ωB97M-V with the def2-TZVPD basis set).

## Properties
ΔE to the lowest compared entry with this formula, charge and spin = 79.3 kcal/mol
E_HOMO = -14.02 eV
Charge = +1
HOMO-LUMO gap = 9.816 eV

Element x y z (Å)
C 0.07 -0.69 -0.10
C -3.30 -0.29 0.84
C 0.21 2.78 -1.03
C 0.66 -1.90 -0.96
C -1.89 0.24 1.16
C 2.12 -2.16 -0.64
N 0.41 1.66 -0.16
O 1.01 -0.46 1.04
O 0.29 0.48 -0.90
O 3.16 0.31 2.01
O 1.80 1.71 0.44
O -1.13 -0.84 0.39
S 3.17 -0.63 -0.82
S 2.36 0.32 0.86
H -3.99 -0.07 1.71
H -3.75 0.07 -0.02
H -3.35 -1.35 0.80
H -0.92 3.03 -0.81
H 0.40 2.57 -2.05
H 1.07 3.55 -0.79
H 0.41 -1.68 -1.93
H -0.05 -2.67 -0.90
H -1.62 0.15 2.15
H -1.96 1.29 0.86
H 2.42 -2.97 -1.43
H 2.40 -2.45 0.29



[8]
Entry from the OMol25 dataset: C27H30CdN6O5S3 as an isolated structure (ωB97M-V with the def2-TZVPD basis set).

## Properties
ΔE to the lowest compared entry with this formula, charge and spin = 27.7 kcal/mol
E_HOMO = -1.13 eV
Charge = -2
HOMO-LUMO gap = 5.488 eV

Element x y z (Å)
Cd -0.95 -0.29 -0.56
N 3.99 -6.93 -0.28
C 2.86 -6.12 -0.05
C 2.43 -5.22 -1.03
C 1.34 -4.40 -0.80
C 0.67 -4.47 0.41
C 1.10 -5.35 1.40
C 2.19 -6.17 1.17
S -0.79 -3.49 0.67
O -1.44 -3.41 -0.61
O -1.52 -4.13 1.74
N -0.24 -2.03 0.99
C -0.17 -1.43 2.20
N -0.03 -0.09 2.11
C -0.01 0.60 3.23
C -0.10 0.01 4.48
C -0.19 -1.38 4.47
N -0.21 -2.11 3.37
H 4.17 -7.10 -1.26
H 3.98 -7.79 0.25
H 2.96 -5.16 -1.97
H 1.00 -3.69 -1.55
H 0.56 -5.38 2.34
H 2.53 -6.87 1.93
H 0.09 1.68 3.11
H -0.10 0.58 5.39
H -0.25 -1.93 5.40
S -1.44 1.20 -2.67
C -0.76 0.12 -3.88
C -1.29 0.16 -5.18
C -0.79 -0.62 -6.22
C 0.26 -1.49 -5.96
C 0.78 -1.57 -4.68
C 0.31 -0.77 -3.62
S 1.08 -0.94 -2.05
H -2.12 0.83 -5.37
H -1.22 -0.54 -7.21
H 0.66 -2.12 -6.75
H 1.60 -2.25 -4.47
O -5.39 4.29 2.21
C -4.99 4.61 0.89
N -3.67 4.16 0.55
C -2.60 5.00 0.60
O -2.71 6.20 0.81
C -1.28 4.37 0.32
C -0.23 5.19 -0.09
C 0.99 4.62 -0.39
C 1.11 3.24 -0.27
N 0.13 2.45 0.15
C -1.04 3.01 0.45
H -5.25 3.34 2.33
H -4.99 5.69 0.83
H -5.70 4.19 0.17
H -3.50 3.17 0.43
H -0.41 6.26 -0.18
H 1.82 5.22 -0.73
H 2.04 2.74 -0.54
H -1.80 2.30 0.78
C -5.19 0.40 0.60
C -3.94 -0.46 0.36
C -4.07 -1.11 -1.02
C -3.94 -1.56 1.44
O -2.81 0.34 0.47
H -6.11 -0.19 0.53
H -5.24 1.19 -0.15
H -5.13 0.83 1.60
H -5.02 -1.63 -1.13
H -3.26 -1.84 -1.17
H -3.98 -0.35 -1.80
H -4.83 -2.19 1.36
H -3.90 -1.11 2.43
H -3.06 -2.21 1.32



Please write out number 7 again, unchanged.
Entry from the OMol25 dataset: an isolated ion of composition C6H12NO5S2 and charge +1 (ωB97M-V with the def2-TZVPD basis set).

## Properties
ΔE to the lowest compared entry with this formula, charge and spin = 79.3 kcal/mol
E_HOMO = -14.02 eV
Charge = +1
HOMO-LUMO gap = 9.816 eV

Element x y z (Å)
C 0.07 -0.69 -0.10
C -3.30 -0.29 0.84
C 0.21 2.78 -1.03
C 0.66 -1.90 -0.96
C -1.89 0.24 1.16
C 2.12 -2.16 -0.64
N 0.41 1.66 -0.16
O 1.01 -0.46 1.04
O 0.29 0.48 -0.90
O 3.16 0.31 2.01
O 1.80 1.71 0.44
O -1.13 -0.84 0.39
S 3.17 -0.63 -0.82
S 2.36 0.32 0.86
H -3.99 -0.07 1.71
H -3.75 0.07 -0.02
H -3.35 -1.35 0.80
H -0.92 3.03 -0.81
H 0.40 2.57 -2.05
H 1.07 3.55 -0.79
H 0.41 -1.68 -1.93
H -0.05 -2.67 -0.90
H -1.62 0.15 2.15
H -1.96 1.29 0.86
H 2.42 -2.97 -1.43
H 2.40 -2.45 0.29